{"formula": "C72H151N11O12S2", "method": "ωB97M-V/def2-TZVPD", "lumo_ev": -0.43, "homo_energy_ha": -0.30356, "gap_ev": 7.83, "energy_ha": -5135.0430, "elements": ["C", "C", "N", "C", "C", "C", "C", "H", "H", "H", "H", "H", "H", "H", "H", "H", "H", "H", "H", "H", "H", "H", "C", "C", "N", "C", "C", "C", "C", "H", "H", "H", "H", "H", "H", "H", "H", "H", "H", "H", "H", "H", "H", "H", "C", "C", "N", "C", "C", "C", "C", "H", "H", "H", "H", "H", "H", "H", "H", "H", "H", "H", "H", "H", "H", "H", "C", "C", "N", "C", "C", "C", "C", "H", "H", "H", "H", "H", "H", "H", "H", "H", "H", "H", "H", "H", "H", "H", "C", "C", "N", "C", "C", "C", "C", "H", "H", "H", "H", "H", "H", "H", "H", "H", "H", "H", "H", "H", "H", "H", "C", "C", "N", "C", "C", "C", "C", "H", "H", "H", "H", "H", "H", "H", "H", "H", "H", "H", "H", "H", "H", "H", "C", "C", "N", "C", "C", "C", "C", "H", "H", "H", "H", "H", "H", "H", "H", "H", "H", "H", "H", "H", "H", "H", "C", "C", "N", "C", "C", "C", "C", "H", "H", "H", "H", "H", "H", "H", "H", "H", "H", "H", "H", "H", "H", "H", "O", "S", "O", "O", "C", "C", "C", "H", "H", "H", "H", "H", "H", "H", "H", "O", "S", "O", "O", "C", "C", "C", "H", "H", "H", "H", "H", "H", "H", "H", "C", "C", "C", "C", "C", "C", "N", "O", "O", "H", "H", "H", "H", "H", "C", "C", "C", "C", "C", "C", "N", "O", "O", "H", "H", "H", "H", "H", "C", "C", "C", "C", "C", "C", "N", "O", "O", "H", "H", "H", "H", "H"], "coordinates": [[24.4414, 17.7414, 16.7610], [23.3554, 18.8598, 16.9074], [23.5829, 19.7073, 18.0380], [24.6850, 20.6641, 17.8507], [25.1698, 21.2636, 19.1612], [22.4145, 20.4630, 18.3389], [21.2467, 19.6829, 18.9263], [24.3182, 17.0572, 17.5732], [25.4649, 18.1467, 16.6555], [24.3331, 17.2165, 15.8073], [23.2971, 19.5071, 16.0047], [22.3637, 18.4047, 16.9446], [25.5074, 20.1102, 17.3557], [24.2810, 21.4636, 17.1667], [25.1700, 20.4702, 19.8973], [26.2063, 21.5979, 19.0888], [24.6187, 22.1010, 19.5916], [22.1915, 20.9804, 17.3912], [22.7814, 21.2514, 18.9992], [20.6678, 19.1400, 18.1597], [20.5754, 20.3883, 19.4577], [21.7165, 18.9661, 19.6314], [15.4060, 21.1853, 16.0589], [16.3994, 22.3824, 16.1748], [17.6596, 22.0988, 15.4472], [18.6642, 21.3678, 16.2812], [19.7160, 20.6667, 15.4325], [18.2235, 23.4094, 15.0367], [17.4645, 23.8441, 13.7625], [15.0676, 21.2146, 15.0313], [14.6322, 21.4538, 16.7771], [15.7957, 20.2309, 16.3417], [15.9344, 23.3187, 15.8920], [16.6853, 22.5511, 17.2447], [19.0711, 22.0633, 17.0370], [18.0337, 20.7169, 16.8964], [19.1269, 20.0049, 14.7628], [20.3315, 21.3442, 14.8585], [20.3864, 20.0673, 16.0400], [19.2837, 23.3574, 14.8949], [18.0608, 24.1344, 15.8569], [17.3868, 22.9119, 13.1833], [17.9451, 24.6363, 13.1753], [16.4406, 24.1480, 13.9097], [23.6448, 16.2044, 10.8815], [23.2528, 16.8056, 12.2349], [22.1161, 17.6850, 12.1939], [22.3206, 18.8903, 11.4067], [21.0421, 19.4476, 10.8315], [21.7481, 18.0759, 13.5647], [21.1230, 17.0059, 14.4756], [22.7044, 15.9687, 10.4088], [24.2563, 15.3267, 10.9908], [24.1809, 16.8236, 10.1693], [23.0643, 15.9529, 12.9158], [24.1312, 17.2932, 12.6544], [22.9284, 19.5730, 12.0503], [23.0152, 18.5870, 10.6471], [20.3138, 19.8886, 11.5013], [21.2391, 20.1986, 10.0692], [20.5181, 18.6157, 10.3774], [21.0291, 18.8773, 13.4378], [22.6242, 18.6043, 13.9778], [20.7721, 17.5955, 15.3184], [21.7690, 16.2100, 14.8628], [20.3431, 16.5830, 13.8727], [22.5992, 9.7675, 22.4530], [22.7240, 9.4539, 20.9739], [23.3446, 10.5820, 20.1928], [22.6454, 11.8506, 20.3443], [21.1768, 11.8794, 19.8877], [23.4184, 10.2453, 18.7715], [24.5045, 9.1736, 18.4674], [22.1551, 8.8861, 22.8973], [21.9737, 10.6168, 22.6426], [23.5541, 9.8570, 22.9862], [23.3393, 8.5458, 20.8541], [21.7333, 9.2585, 20.5885], [23.2046, 12.6020, 19.7899], [22.6000, 12.1925, 21.3752], [21.0594, 11.6990, 18.8092], [20.8187, 12.9085, 19.9353], [20.4961, 11.2593, 20.4747], [22.4768, 9.8772, 18.4134], [23.5982, 11.1841, 18.2249], [25.4592, 9.5946, 18.7750], [24.3054, 8.2996, 19.1098], [24.5127, 8.9038, 17.4408], [12.3404, 10.6677, 21.2836], [13.0003, 12.0650, 21.1287], [12.3701, 12.9536, 20.1491], [10.9634, 13.1824, 20.3776], [10.7026, 14.0380, 21.5601], [12.5594, 12.4634, 18.7389], [14.0124, 12.5833, 18.2149], [11.3137, 10.7685, 21.6171], [12.7704, 10.0804, 22.0845], [12.3741, 10.0330, 20.3966], [12.9102, 12.6153, 22.0684], [14.0553, 11.9721, 20.8991], [10.5170, 13.6857, 19.5170], [10.3928, 12.2731, 20.4711], [11.1780, 15.0152, 21.5148], [9.6960, 14.2080, 21.8174], [10.9431, 13.5426, 22.4887], [11.9960, 13.1638, 18.1298], [12.2119, 11.4623, 18.5501], [14.4137, 13.5885, 18.0515], [14.0829, 12.0303, 17.2873], [14.7752, 12.0855, 18.8352], [16.0479, 16.4596, 19.2431], [17.5698, 16.5348, 19.2684], [18.2568, 15.8164, 18.2343], [17.8146, 16.3468, 16.9298], [18.0582, 17.8285, 16.6564], [19.6838, 15.7211, 18.4223], [20.3944, 14.6678, 17.5640], [15.8209, 15.3761, 19.2225], [15.5624, 16.9703, 18.4120], [15.5875, 16.8705, 20.1121], [17.9022, 17.5962, 19.2565], [17.8924, 16.0053, 20.1753], [18.3027, 15.7878, 16.1108], [16.7765, 16.0337, 16.7854], [17.4488, 18.4830, 17.3108], [19.0953, 18.1459, 16.7618], [17.7473, 17.8850, 15.6108], [19.7719, 15.3443, 19.4329], [20.1384, 16.6968, 18.2905], [21.3328, 14.5304, 18.1248], [20.5864, 14.9724, 16.5378], [19.8184, 13.7286, 17.5546], [17.2588, 18.0338, 12.8360], [16.0474, 17.0953, 12.9442], [16.2004, 15.8695, 12.1771], [15.3329, 14.8172, 12.6769], [15.8079, 14.2957, 14.0327], [15.9590, 16.1245, 10.7127], [16.5973, 15.0455, 9.8217], [17.2649, 18.6240, 11.9318], [18.2200, 17.5418, 12.9954], [17.0709, 18.6934, 13.6948], [15.9894, 16.8742, 14.0050], [15.1707, 17.6232, 12.5837], [14.2498, 15.0384, 12.7807], [15.3017, 13.9421, 12.0207], [15.1399, 13.4372, 14.2936], [16.8586, 13.9963, 14.1299], [15.5978, 14.9619, 14.8595], [16.4190, 17.0763, 10.4220], [14.8757, 16.2185, 10.5346], [16.6533, 15.4419, 8.8144], [15.9712, 14.1368, 9.6862], [17.5977, 14.7793, 10.1388], [16.5282, 13.4477, 22.3779], [17.3110, 13.9264, 23.6347], [18.8021, 13.9628, 23.5313], [19.3798, 12.6254, 23.3380], [19.0805, 11.6601, 24.4916], [19.3079, 14.9571, 22.5634], [19.0015, 16.3686, 23.0371], [16.5571, 13.9968, 21.4451], [15.4839, 13.5018, 22.6897], [16.7186, 12.3713, 22.1541], [16.8681, 14.8681, 23.9940], [17.0168, 13.3141, 24.4760], [20.4672, 12.7304, 23.2793], [19.0718, 12.1596, 22.4247], [19.7454, 10.7881, 24.3527], [18.0380, 11.2892, 24.4971], [19.1851, 12.0872, 25.4769], [20.4104, 14.8189, 22.4735], [18.9770, 14.7870, 21.5368], [17.9606, 16.5914, 22.9432], [19.3224, 16.5243, 24.0687], [19.5811, 17.0445, 22.3699], [12.4565, 17.1712, 21.1935], [13.2102, 17.4248, 22.3460], [14.4766, 18.0836, 22.2088], [12.3159, 18.2565, 23.2631], [12.8761, 19.1060, 24.2858], [11.6775, 19.5523, 25.1213], [13.5299, 15.9338, 23.1715], [13.3895, 19.8602, 23.7012], [13.6329, 18.5107, 24.8050], [11.1438, 18.6468, 25.4653], [10.9791, 20.1040, 24.5083], [12.0290, 20.2120, 25.9060], [14.0366, 16.1294, 24.1076], [14.2665, 15.3958, 22.5521], [12.6527, 15.3153, 23.3299], [13.1091, 15.9795, 15.5252], [13.2613, 17.1107, 16.3566], [14.5009, 17.7850, 16.3457], [12.1497, 18.0955, 15.7779], [10.9782, 17.5752, 15.2462], [10.0721, 18.8083, 14.7566], [12.7383, 16.7298, 17.9590], [10.4163, 17.0126, 15.9789], [11.1949, 16.8864, 14.4185], [9.6321, 19.3416, 15.5918], [9.3567, 18.3203, 14.1129], [10.7447, 19.4366, 14.1387], [13.5537, 16.1931, 18.4602], [11.8837, 16.0732, 17.8366], [12.5048, 17.6458, 18.4943], [17.3113, 12.4501, 18.5414], [17.2432, 12.6645, 17.2242], [17.6001, 11.6975, 16.3200], [17.9420, 10.4437, 16.7747], [18.0853, 10.1812, 18.1015], [17.7900, 11.1974, 18.9813], [18.3705, 9.4033, 15.7901], [18.1114, 9.5811, 14.6312], [18.9124, 8.3678, 16.2184], [17.0974, 13.2021, 19.2686], [16.8597, 13.5959, 16.8489], [17.5046, 11.8520, 15.2547], [18.4388, 9.2147, 18.4745], [17.8893, 10.9498, 20.0501], [17.4937, 19.8459, 21.4177], [17.8573, 19.9243, 22.7087], [18.4714, 21.0703, 23.1990], [18.7538, 22.0956, 22.2596], [18.4700, 21.9334, 20.8990], [17.7783, 20.8324, 20.5225], [19.5128, 23.3032, 22.6906], [19.9297, 23.2942, 23.8464], [19.7132, 24.2071, 21.9040], [16.8930, 19.0364, 21.0792], [17.5316, 19.1603, 23.3965], [18.7271, 21.1474, 24.2535], [18.7691, 22.6073, 20.1066], [17.4766, 20.7033, 19.5040], [23.8184, 13.7799, 16.6467], [25.0911, 13.6042, 17.1308], [25.8579, 12.5373, 16.7048], [25.2735, 11.6226, 15.8149], [23.9583, 11.7618, 15.3929], [23.2546, 12.9020, 15.7155], [26.0913, 10.4451, 15.3763], [27.2377, 10.3605, 15.7473], [25.5290, 9.6701, 14.6240], [23.2924, 14.6755, 16.9556], [25.5148, 14.3303, 17.8453], [26.8860, 12.4554, 16.9951], [23.4414, 11.0704, 14.7476], [22.2649, 13.1289, 15.3095]], "forces_ev_per_a": [[-0.4229, 1.3357, -1.2424], [1.0506, -0.4020, -1.2095], [0.8807, -0.6673, 1.0745], [-0.4517, -0.1948, -0.8362], [0.5777, -0.1277, 0.2872], [-0.1354, 0.9567, -0.2392], [0.3195, 0.1766, 0.2531], [0.3273, -0.4447, 0.5527], [-0.4568, -0.1101, 0.6550], [-0.4284, -0.1515, 0.0991], [0.2294, -0.2686, -0.1187], [0.0842, -0.1407, 0.3681], [-0.3823, 0.5748, 0.2254], [0.7039, -0.4004, 0.1640], [-0.0169, -0.2163, 0.2985], [-0.0226, 0.0512, -0.2067], [-0.2506, -0.0686, -0.3607], [-0.7984, 0.2991, 0.0100], [-0.6777, -0.0647, 0.3135], [0.1973, 0.1673, 0.3881], [0.2621, -0.5954, -0.2262], [-0.6614, 0.2651, -0.2058], [0.3820, 2.4110, 0.3919], [1.0574, -1.9554, 1.2403], [0.8288, 1.0479, 0.0439], [-1.4136, 0.9382, 0.3284], [-1.2570, -0.5966, 0.0776], [-1.7666, 0.2260, -0.0258], [0.7773, -0.6470, -0.3407], [-0.4091, -0.4621, -0.0819], [-0.5672, -0.3441, -0.2709], [0.4807, -0.5329, -0.0240], [-0.0254, -0.0334, -0.5617], [-0.3059, -0.1120, -0.2805], [0.3571, 0.0679, -0.2108], [0.4830, -0.6318, -0.2654], [0.6847, 0.2676, 0.1198], [-0.0012, 0.2845, -0.2354], [0.0598, -0.1502, 0.1463], [0.5720, -0.2310, -0.3791], [0.1679, -0.0129, -0.1253], [0.1881, 0.4550, -0.2667], [0.0892, -0.2408, 0.1946], [-0.3179, 0.2088, 0.4972], [-0.6167, 0.3399, -0.0313], [0.9553, -0.7576, -0.2199], [-1.0076, -0.5766, 0.8943], [0.9467, -0.2169, 1.1440], [-0.1240, 0.0193, -0.4427], [0.4884, 0.1478, -0.6197], [0.9710, 0.9681, -0.4395], [-0.2693, -0.5349, -0.3979], [0.0799, -0.5221, 0.2144], [0.1010, 0.5473, 0.2319], [-0.2601, 0.4664, -0.2845], [0.4159, 0.4560, 0.3439], [-0.5025, 0.3053, -0.4246], [0.0607, 0.1744, -0.8787], [0.2057, 0.1053, 0.6203], [0.1092, 0.0240, -0.1019], [-0.0959, -0.1694, -0.3460], [-0.4496, 0.0291, 0.1612], [0.0743, -0.3189, 0.5083], [-0.5062, -0.3648, 0.2398], [0.1547, 0.2507, -0.2853], [-0.7650, -0.4240, 0.1562], [0.6260, -0.9557, 0.0798], [1.1474, 1.2224, -0.2131], [-0.1679, -0.8303, 0.4426], [-0.8986, -0.0985, 0.1236], [0.0173, 0.6273, -0.9067], [1.0583, -0.2281, -0.0437], [-0.6834, 1.0347, 1.8230], [-0.4589, -0.1387, 0.2934], [-0.3141, 0.4507, 0.2143], [-0.0497, 0.3659, -0.4240], [-0.2780, 0.4837, -0.0785], [-0.5255, -0.3117, -0.3075], [0.0821, 0.0646, -0.0822], [0.5499, -0.1692, 0.2675], [0.0418, -0.5580, 0.2781], [-0.0990, 0.1722, 0.4872], [0.1629, -0.0841, -0.1153], [-0.9007, -0.3363, -0.3214], [0.2135, -0.3229, 0.0456], [0.2301, -0.1297, -0.1371], [0.1906, 0.1595, -0.5580], [0.0071, -0.3360, -0.9116], [0.0780, 0.3012, 0.2243], [-0.8954, -0.1849, 0.2130], [0.6662, -0.8215, -1.8201], [-0.5309, 0.3968, -0.3976], [0.6393, 0.4263, 1.3605], [1.3841, 1.8495, 0.5720], [0.2959, -0.6893, 0.6915], [-0.3478, 0.0807, -0.2619], [0.6002, 0.0138, 0.2004], [-0.0194, 0.2633, -0.1073], [0.2392, -0.3037, 0.2244], [0.1603, 0.0248, -0.0839], [0.3383, 0.0074, -0.2180], [-0.3080, -0.7293, 0.0278], [0.2331, -0.0655, -0.1018], [-1.7780, 0.3167, -0.6476], [0.9904, -0.2725, 0.4210], [-0.3703, -0.1653, -0.1799], [-0.3731, -0.5850, 0.1335], [-0.5345, 0.0782, 0.0510], [-0.0686, 0.0669, -0.4952], [-0.5089, 0.0578, 0.1579], [0.3210, -1.0781, -0.8059], [0.4056, 0.3475, 0.9394], [-1.4224, -0.3377, -1.8836], [1.0006, -1.1231, -0.1913], [-0.9131, -0.2381, 0.1930], [-0.7670, -0.6161, -0.3939], [-0.1792, 0.1448, 0.6684], [-0.3286, 0.3831, -0.1762], [0.3319, -0.1266, -0.2528], [-0.0355, 0.3486, 0.9833], [-0.0544, -0.2503, 0.5355], [-0.0243, 0.7416, 0.2886], [0.2444, 0.0312, 0.4096], [-0.1475, 0.5921, 0.1533], [0.1236, -0.2736, -0.5614], [0.0428, -0.2166, -0.0869], [0.0874, 0.8338, 0.1002], [0.4089, 0.3948, 0.5323], [0.5914, 0.4010, 0.2835], [-0.0421, -0.3405, -0.6702], [0.0716, 0.1046, -0.0346], [0.2746, 0.2895, 0.0753], [-0.7841, 0.1441, 0.8801], [1.2730, -0.1421, -0.5431], [-0.4372, -0.0774, -1.3102], [0.1798, -0.8584, 0.5855], [-1.0510, -0.9392, 0.7501], [0.5839, -0.5509, 0.8945], [-1.1682, -0.2157, -0.3399], [0.1627, 0.1308, -0.2821], [-0.1282, -0.1597, -0.1335], [0.4774, 0.4311, -0.3752], [-0.5460, -0.2699, 0.0220], [-0.5676, 0.3464, 0.3434], [0.2702, 0.6697, -0.0232], [0.5073, 0.2796, -0.3663], [0.6874, 0.2481, -0.2298], [-0.1788, 0.0273, -0.5318], [0.0256, 0.5808, 0.0510], [-0.0784, -0.0823, 0.3830], [0.0792, -0.0360, -0.1181], [0.1927, 0.1850, -0.2905], [0.4339, 0.4042, 0.5202], [0.0933, -0.0346, 0.2144], [-0.3711, -1.0169, 0.9385], [0.5110, 0.3491, -0.8174], [-0.7837, 0.0091, -0.1451], [0.0237, 0.5568, 1.3457], [-0.5341, -0.6583, -0.6136], [0.6358, -0.6267, 0.8897], [1.2995, 0.1094, -0.9133], [0.5860, 0.4637, -0.0314], [-0.2201, -0.2180, -0.1124], [0.0009, 0.7240, 0.1110], [0.6809, 0.3057, -0.5517], [0.2629, -0.7451, 0.0400], [-0.0551, 0.2136, -0.0394], [-0.3297, -0.3540, -0.9705], [-0.3317, 0.2899, 0.3598], [0.4075, 0.0530, -0.3647], [0.5641, 0.3302, 0.2199], [-0.5818, 0.0629, 0.3944], [-0.4981, -0.0371, -0.1832], [-0.7360, 0.2824, -0.0647], [-0.0053, -0.0937, -0.0884], [-0.5163, -0.0666, 0.4949], [-1.2610, -0.5651, -1.6621], [2.0486, 0.2141, -0.1416], [0.2650, 0.1706, 0.1419], [-1.4733, -0.0986, 0.5653], [-0.0999, -0.1602, -0.2773], [0.6256, -0.6197, -0.4278], [0.6142, -0.9194, 0.2236], [0.0666, 0.5909, 0.4953], [-0.1877, 0.2562, 0.3902], [0.3804, 0.5853, 0.2727], [-0.0841, 0.1947, -0.2681], [-0.1535, -0.1516, 0.4040], [-0.0295, 0.2032, 0.3051], [-0.4357, 0.1973, 0.0068], [-0.1565, 0.1256, -0.1131], [0.2890, -2.0919, -0.4558], [-0.9271, 0.1700, -1.5593], [0.7915, 0.9847, 0.4841], [1.5467, 1.3648, 1.4045], [-2.2333, 0.8339, -1.2947], [2.2961, -1.8195, -0.0859], [0.0816, -0.0749, 0.5527], [-0.1160, -0.2208, 0.4430], [0.0136, 0.3846, 0.1093], [-0.0312, 0.0621, -0.0717], [-0.6200, 0.3090, -0.1348], [-0.6079, -0.0866, 0.4227], [-0.2843, 0.1236, -0.1423], [-0.1837, 0.0289, 0.2358], [-0.0413, -0.0645, 0.1293], [1.2017, -1.8428, 2.3020], [-0.5631, 1.1188, -1.8603], [-0.4995, -0.8512, -1.0031], [1.0910, -0.1645, -1.1337], [0.2767, -0.6525, 1.1315], [-0.4936, 0.2395, 1.1079], [0.1361, -1.6435, 1.0532], [-0.0414, 0.4191, -0.6119], [-0.6423, 1.6604, -0.2307], [-0.2438, 0.4487, 0.2088], [0.0857, 0.3719, -0.1012], [0.1041, 0.1145, -0.0231], [-0.1684, 0.3864, -0.3492], [-0.0842, 0.4655, -0.4900], [-0.9951, -0.6780, -1.0955], [0.0390, 0.5487, 2.0825], [0.3908, 0.8850, -0.7948], [0.4488, -0.6296, 0.1894], [0.5103, 1.1413, 0.5527], [-0.1126, -0.4782, -0.7790], [0.3641, -0.2720, 0.9141], [-0.3755, 0.0477, -0.7169], [-0.3093, -0.4386, -0.0468], [-0.2681, -0.7717, -0.1286], [0.2175, -0.1960, 0.1248], [0.0065, 0.2700, -0.3612], [0.0764, 0.4856, 0.5058], [-0.0537, 0.0319, -0.5119], [-0.6281, 0.5862, -0.4993], [0.6820, 0.3302, 0.6716], [-0.4263, -0.5096, -0.8688], [0.5168, 0.1206, 0.9529], [-0.1823, -0.0636, -0.8265], [0.0369, 0.7463, 1.0885], [-0.9910, 0.4802, -0.4599], [0.0717, 0.0234, 0.1722], [0.2569, -0.0714, 0.2242], [-0.1782, -0.0960, -0.0815], [-0.2546, -0.4476, -0.4746], [0.2614, -0.3014, 0.1222], [0.4925, -0.4222, -0.1314], [0.3267, -0.3715, 0.1420]]}